Computed, not measured: a molecular structure, C24H33CdNO5P2S2Se3Te, with wB97M-V/def2-TZVPD.

The relative energy (zero: lowest compared OMol25 entry of this formula, charge and spin) comes out at 0.0 kJ/mol. As for the molar mass: 1018.50 g/mol. Its charge is -2. Its multiplicity is 1. The orbital gap comes out at 6.0 eV.

Last column: Mulliken charge in e.
Atoms and positions in Å:
1 Cd 1.88 -0.20 -1.43  0.58
2 C 4.60 -0.57 2.01  -0.62
3 C 4.09 0.26 3.00  -0.75
4 C 3.02 1.06 2.74  -0.84
5 C 2.40 1.06 1.47  1.47
6 C 2.85 0.20 0.47  -1.06
7 C 3.97 -0.61 0.79  0.14
8 C 1.18 1.89 1.25  0.94
9 C 0.89 2.95 2.15  -0.68
10 C -0.30 3.60 2.08  -1.36
11 C -1.23 3.18 1.10  1.59
12 C -2.57 3.71 1.07  -0.98
13 C -3.44 3.27 0.12  -0.66
14 C -3.09 2.20 -0.73  -0.91
15 C -1.81 1.70 -0.69  0.59
16 C -0.84 2.20 0.20  -1.12
17 N 0.40 1.59 0.26  0.90
18 H 5.48 -1.17 2.19  0.43
19 H 4.60 0.25 3.95  0.37
20 H 2.60 1.69 3.52  0.22
21 H 4.40 -1.26 0.00  0.29
22 H 1.60 3.17 2.93  0.38
23 H -0.61 4.40 2.76  0.34
24 H -2.87 4.45 1.79  0.37
25 H -4.40 3.77 0.03  0.36
26 H -3.81 1.79 -1.46  0.40
27 H -1.60 0.83 -1.29  0.31
28 Se 3.09 0.34 -3.75  -0.72
29 Se 3.41 -2.07 -6.71  -0.70
30 Te 2.19 -1.87 -4.57  0.36
31 Se 3.34 -3.03 -2.71  -0.63
32 C 0.53 2.99 -2.90  -0.61
33 O -0.58 2.43 -3.53  -0.43
34 P -0.57 0.78 -3.72  0.72
35 O -2.20 0.64 -3.67  -0.22
36 C -2.74 -0.67 -3.85  -0.76
37 O -0.30 0.54 -5.32  -0.30
38 C 0.31 1.53 -6.15  -0.63
39 H 1.07 3.58 -3.60  0.32
40 H 1.18 2.23 -2.53  0.15
41 H 0.22 3.63 -2.08  0.19
42 H -3.82 -0.59 -3.70  0.21
43 H -2.29 -1.44 -3.16  0.31
44 H -2.61 -0.92 -4.89  0.31
45 H 0.06 1.34 -7.19  0.24
46 H 1.42 1.47 -6.01  0.20
47 H -0.05 2.54 -5.93  0.26
48 C -0.84 -0.20 3.03  -0.18
49 C -2.06 -1.14 2.97  0.28
50 C -3.30 -0.59 2.24  -1.24
51 O -1.64 -2.43 2.48  -0.30
52 P -1.62 -2.99 0.95  0.14
53 S -3.37 -3.77 0.50  -0.60
54 S -0.89 -1.63 -0.30  -0.24
55 O -0.62 -4.19 1.13  -0.38
56 C 0.61 -4.31 1.80  0.47
57 C 0.38 -4.45 3.33  -1.28
58 C 1.56 -3.17 1.48  -0.80
59 H -1.17 0.78 3.42  0.46
60 H -0.39 -0.07 2.05  -0.59
61 H -0.10 -0.63 3.70  0.30
62 H -2.31 -1.34 4.02  0.15
63 H -3.11 -0.35 1.23  0.10
64 H -3.65 0.27 2.82  0.49
65 H -4.09 -1.38 2.28  0.34
66 H 1.02 -5.23 1.35  0.35
67 H 0.26 -3.46 3.78  0.13
68 H 1.28 -4.85 3.82  0.48
69 H -0.51 -5.07 3.47  0.34
70 H 1.22 -2.20 1.85  -0.08
71 H 1.72 -3.12 0.40  0.18
72 H 2.57 -3.35 1.90  0.50

***

Computed, not measured: a molecular structure, C24H33Cl2CoN3O4S2, with wB97M-V/def2-TZVPD.

The relative energy (zero: lowest compared OMol25 entry of this formula, charge and spin) comes out at 11.7 kJ/mol. As for the molar mass: 621.52 g/mol. Its expectation value of S² is 1.24. Its charge is -2. Its multiplicity is 2. The orbital gap (alpha / beta) comes out at 6.6 / 6.8 eV.

Last column: Mulliken charge in e.
Atoms and positions in Å:
1 Co -0.26 0.29 -0.56  1.19
2 C 0.59 -1.73 -0.78  0.09
3 C -0.05 -1.68 0.52  -0.54
4 C 0.72 -0.77 1.30  0.01
5 C 1.78 -0.30 0.46  -0.95
6 C 1.76 -0.96 -0.78  1.08
7 C 2.83 -0.92 -1.85  2.15
8 C 2.23 -1.20 -3.23  -1.76
9 C 3.59 0.40 -1.88  -1.45
10 C 3.83 -2.04 -1.51  -1.82
11 C 0.72 -0.32 2.77  2.30
12 C 1.68 -1.24 3.55  -1.80
13 C -0.63 -0.29 3.47  -1.74
14 C 1.29 1.11 2.87  -1.94
15 C -1.17 -2.68 0.88  1.99
16 C -0.66 -3.62 1.99  -1.66
17 C -1.47 -3.59 -0.33  -2.13
18 C -2.51 -2.06 1.28  -1.45
19 H 0.26 -2.33 -1.61  0.47
20 H 2.51 0.44 0.75  -0.01
21 H 1.46 -0.46 -3.46  0.24
22 H 1.79 -2.20 -3.27  0.34
23 H 3.01 -1.14 -3.99  0.43
24 H 2.94 1.22 -2.16  0.13
25 H 4.41 0.33 -2.60  0.43
26 H 4.02 0.62 -0.90  0.26
27 H 3.33 -3.01 -1.47  0.29
28 H 4.29 -1.86 -0.53  0.30
29 H 4.62 -2.09 -2.26  0.47
30 H 1.32 -2.27 3.57  0.23
31 H 1.78 -0.89 4.59  0.48
32 H 2.67 -1.23 3.09  0.26
33 H -1.05 -1.29 3.60  0.25
34 H -1.34 0.32 2.93  -0.11
35 H -0.50 0.14 4.47  0.58
36 H 2.35 1.16 2.62  0.35
37 H 1.18 1.46 3.91  0.48
38 H 0.75 1.80 2.22  0.21
39 H 0.32 -4.04 1.71  0.29
40 H -1.36 -4.44 2.13  0.46
41 H -0.54 -3.11 2.94  0.20
42 H -0.59 -4.16 -0.64  0.33
43 H -1.83 -3.01 -1.18  0.29
44 H -2.26 -4.29 -0.04  0.49
45 H -2.43 -1.35 2.10  0.16
46 H -3.20 -2.85 1.60  0.51
47 H -2.96 -1.54 0.44  0.20
48 C -3.05 3.39 -2.66  -1.07
49 O -2.39 2.19 -2.26  0.04
50 C -2.96 1.00 -2.49  0.23
51 S -4.38 0.84 -3.35  -0.44
52 S -2.12 -0.31 -1.79  -0.37
53 H -2.49 4.20 -2.20  0.24
54 H -4.09 3.39 -2.32  0.44
55 H -3.03 3.48 -3.75  0.32
56 Cl 0.43 5.24 -2.50  -0.25
57 C 0.61 3.66 -1.70  2.11
58 Cl 2.02 3.71 -0.58  -0.23
59 C 0.81 2.48 -2.69  -0.04
60 O 1.16 2.72 -3.84  -0.77
61 O 0.61 1.35 -2.16  -0.64
62 H -0.26 3.52 -1.07  -1.22
63 O -1.00 1.84 0.62  0.79
64 N -1.66 2.90 0.42  -1.19
65 C -2.78 3.06 1.10  0.91
66 C -3.48 4.29 0.93  -0.11
67 N -4.06 5.28 0.81  -0.66
68 C -3.33 2.08 1.99  -0.06
69 N -3.76 1.31 2.73  -0.61

***

Computed, not measured: a molecular structure, C24H33Cl2N4O3SV, with wB97M-V/def2-TZVPD.

The relative energy (zero: lowest compared OMol25 entry of this formula, charge and spin) comes out at 15.7 kJ/mol. As for the molar mass: 579.47 g/mol. Its expectation value of S² is 2.03. Its charge is 0. Its multiplicity is 3. The orbital gap (alpha / beta) comes out at 6.5 / 6.6 eV.

Last column: Mulliken charge in e.
Atoms and positions in Å:
1 O 2.34 1.63 -3.43  -0.59
2 C 2.12 1.63 -4.64  -0.18
3 C 2.63 2.73 -5.49  0.72
4 C 3.14 3.87 -4.85  -0.43
5 H 3.18 3.90 -3.76  0.40
6 C 3.57 4.95 -5.62  -0.39
7 H 3.93 5.84 -5.11  0.36
8 C 3.53 4.89 -7.02  -0.42
9 H 3.84 5.74 -7.62  0.36
10 C 3.08 3.72 -7.65  -0.44
11 H 3.08 3.65 -8.74  0.35
12 C 2.64 2.64 -6.89  -0.48
13 H 2.28 1.71 -7.35  0.33
14 H 1.56 0.82 -5.15  0.27
15 C -1.44 0.84 -2.56  -0.85
16 C -1.32 -0.03 -1.39  1.15
17 H -2.47 0.82 -2.95  0.44
18 H -0.76 0.52 -3.37  0.04
19 H -1.17 1.87 -2.29  0.22
20 C -2.12 -0.98 -0.91  -0.54
21 C -3.61 -1.13 -1.13  -1.32
22 H -1.72 -1.76 -0.26  0.07
23 H -3.96 -0.61 -2.03  0.35
24 H -4.17 -0.74 -0.27  0.19
25 H -3.86 -2.20 -1.23  0.32
26 V 0.24 0.28 0.10  0.44
27 Cl -0.38 2.45 0.04  -0.53
28 Cl 1.52 -0.04 -1.69  -0.43
29 C -1.82 0.49 2.22  -0.10
30 O -0.74 -0.07 1.83  -0.53
31 N -2.37 0.21 3.39  0.36
32 C -1.85 -0.86 4.24  -0.95
33 C -3.51 0.96 3.90  -0.90
34 H -2.30 1.23 1.57  0.43
35 H -1.01 -1.36 3.76  0.21
36 H -2.65 -1.58 4.45  0.35
37 H -1.53 -0.43 5.20  0.33
38 H -3.72 1.78 3.20  0.29
39 H -3.29 1.37 4.89  0.31
40 H -4.40 0.33 3.99  0.33
41 H 0.63 -5.62 1.04  0.35
42 H 2.48 -5.74 -0.63  0.33
43 C 0.12 -4.88 0.40  -0.92
44 C 2.01 -4.94 -1.21  -1.03
45 N 1.13 -4.16 -0.35  0.25
46 H -0.46 -4.19 1.02  0.23
47 C 1.07 -2.82 -0.51  0.03
48 O 0.52 -2.04 0.32  -0.45
49 H 2.78 -4.27 -1.62  0.31
50 H 1.54 -2.45 -1.44  0.43
51 H -0.55 -5.44 -0.28  0.30
52 H 1.45 -5.39 -2.05  0.35
53 N 3.44 -1.08 0.26  -0.09
54 C 3.24 -0.21 1.26  0.44
55 N 2.11 0.47 1.46  0.46
56 C 2.23 1.30 2.58  -0.19
57 C 1.27 2.19 3.06  -0.12
58 C 1.58 3.03 4.13  -0.95
59 C 2.88 3.06 4.66  -0.44
60 C 3.87 2.18 4.17  -0.49
61 C 3.52 1.26 3.18  0.54
62 S 4.50 0.00 2.46  -0.33
63 H 2.83 -0.95 -0.57  -0.21
64 H 4.40 -1.40 0.12  0.24
65 H 0.31 2.21 2.55  0.30
66 H 0.80 3.67 4.55  0.38
67 H 3.14 3.76 5.45  0.36
68 H 4.90 2.18 4.52  0.38

***

Computed, not measured: a molecular structure, C24H33ClNO4P2Tb, with wB97M-V/def2-TZVPD.

The relative energy (zero: lowest compared OMol25 entry of this formula, charge and spin) comes out at 106.5 kJ/mol. As for the molar mass: 655.86 g/mol. Its expectation value of S² is 12.69. Its charge is 0. Its multiplicity is 7. The orbital gap (alpha / beta) comes out at 6.5 / 6.5 eV.

Last column: Mulliken charge in e.
Atoms and positions in Å:
1 C -0.80 3.78 -1.66  -1.24
2 C -0.98 2.47 -1.13  1.39
3 N -0.03 1.99 -0.21  0.36
4 C 0.95 2.84 0.21  0.89
5 C 0.99 4.18 -0.12  -1.05
6 C 0.13 4.65 -1.13  -0.46
7 C -2.04 1.65 -1.60  -1.33
8 P -2.52 0.08 -0.95  1.35
9 Tb -0.33 -0.16 0.87  -1.15
10 P 2.42 0.60 1.14  1.22
11 C 1.93 2.39 1.27  -1.26
12 C -0.15 -2.64 0.29  0.43
13 C -1.22 -3.33 0.81  -0.18
14 C -1.13 -4.73 1.00  -0.66
15 C 0.02 -5.42 0.60  -0.38
16 C 1.06 -4.71 -0.03  -0.58
17 C 0.92 -3.33 -0.25  -0.26
18 O -0.94 1.75 -5.28  -0.64
19 O 0.55 -2.67 -4.20  -0.61
20 H -1.45 4.04 -2.50  0.30
21 H 1.67 4.83 0.41  0.45
22 H 0.17 5.70 -1.44  0.38
23 C -4.05 0.47 -0.02  -1.36
24 C -3.10 -0.98 -2.33  -1.19
25 H 2.87 2.98 1.28  0.57
26 H 1.50 2.48 2.27  0.39
27 H -1.27 1.13 -4.55  0.31
28 H -2.59 2.16 -2.45  0.17
29 C 3.03 0.20 2.78  -1.27
30 C 3.91 0.72 0.10  -1.34
31 H -2.15 -2.80 1.08  0.25
32 H -1.97 -5.27 1.47  0.34
33 H 0.09 -6.50 0.78  0.35
34 H 1.94 -5.26 -0.36  0.36
35 H 1.69 -2.80 -0.81  0.24
36 H 1.01 -0.54 -0.72  -0.18
37 H -0.26 -2.93 -3.68  0.33
38 H 0.69 -1.71 -3.96  0.30
39 H 0.05 1.55 -5.21  0.31
40 H 1.76 -0.34 -0.49  0.31
41 H -4.82 0.70 -0.77  0.45
42 H -4.43 -0.30 0.67  0.34
43 H -3.82 1.37 0.56  0.30
44 H -3.94 -0.55 -2.87  0.42
45 H -2.31 -1.21 -3.06  0.18
46 H -3.46 -1.96 -1.96  0.37
47 H 4.68 1.24 0.68  0.45
48 H 4.26 -0.29 -0.17  0.37
49 H 3.70 1.28 -0.83  0.36
50 H 3.96 0.74 2.95  0.45
51 H 2.27 0.47 3.53  0.30
52 H 3.20 -0.89 2.83  0.36
53 Cl -2.35 2.02 8.69  -0.20
54 C -2.03 1.49 7.10  0.36
55 C -1.46 0.21 6.91  -0.64
56 C -1.16 -0.22 5.63  -0.52
57 C -1.47 0.66 4.62  0.37
58 C -2.05 1.91 4.73  -0.54
59 C -2.32 2.34 6.02  -0.69
60 C -1.15 0.27 3.30  1.01
61 O -0.33 -0.71 3.08  -0.65
62 O -1.64 0.96 2.32  -0.60
63 H -1.25 -0.42 7.75  0.44
64 H -0.70 -1.18 5.40  0.51
65 H -2.24 2.50 3.84  0.48
66 H -2.74 3.31 6.17  0.44

***

What did the third record say?
Computed, not measured: a molecular structure, C24H33Cl2N4O3SV, with wB97M-V/def2-TZVPD.

The relative energy (zero: lowest compared OMol25 entry of this formula, charge and spin) comes out at 15.7 kJ/mol. As for the molar mass: 579.47 g/mol. Its expectation value of S² is 2.03. Its charge is 0. Its multiplicity is 3. The orbital gap (alpha / beta) comes out at 6.5 / 6.6 eV.

Last column: Mulliken charge in e.
Atoms and positions in Å:
1 O 2.34 1.63 -3.43  -0.59
2 C 2.12 1.63 -4.64  -0.18
3 C 2.63 2.73 -5.49  0.72
4 C 3.14 3.87 -4.85  -0.43
5 H 3.18 3.90 -3.76  0.40
6 C 3.57 4.95 -5.62  -0.39
7 H 3.93 5.84 -5.11  0.36
8 C 3.53 4.89 -7.02  -0.42
9 H 3.84 5.74 -7.62  0.36
10 C 3.08 3.72 -7.65  -0.44
11 H 3.08 3.65 -8.74  0.35
12 C 2.64 2.64 -6.89  -0.48
13 H 2.28 1.71 -7.35  0.33
14 H 1.56 0.82 -5.15  0.27
15 C -1.44 0.84 -2.56  -0.85
16 C -1.32 -0.03 -1.39  1.15
17 H -2.47 0.82 -2.95  0.44
18 H -0.76 0.52 -3.37  0.04
19 H -1.17 1.87 -2.29  0.22
20 C -2.12 -0.98 -0.91  -0.54
21 C -3.61 -1.13 -1.13  -1.32
22 H -1.72 -1.76 -0.26  0.07
23 H -3.96 -0.61 -2.03  0.35
24 H -4.17 -0.74 -0.27  0.19
25 H -3.86 -2.20 -1.23  0.32
26 V 0.24 0.28 0.10  0.44
27 Cl -0.38 2.45 0.04  -0.53
28 Cl 1.52 -0.04 -1.69  -0.43
29 C -1.82 0.49 2.22  -0.10
30 O -0.74 -0.07 1.83  -0.53
31 N -2.37 0.21 3.39  0.36
32 C -1.85 -0.86 4.24  -0.95
33 C -3.51 0.96 3.90  -0.90
34 H -2.30 1.23 1.57  0.43
35 H -1.01 -1.36 3.76  0.21
36 H -2.65 -1.58 4.45  0.35
37 H -1.53 -0.43 5.20  0.33
38 H -3.72 1.78 3.20  0.29
39 H -3.29 1.37 4.89  0.31
40 H -4.40 0.33 3.99  0.33
41 H 0.63 -5.62 1.04  0.35
42 H 2.48 -5.74 -0.63  0.33
43 C 0.12 -4.88 0.40  -0.92
44 C 2.01 -4.94 -1.21  -1.03
45 N 1.13 -4.16 -0.35  0.25
46 H -0.46 -4.19 1.02  0.23
47 C 1.07 -2.82 -0.51  0.03
48 O 0.52 -2.04 0.32  -0.45
49 H 2.78 -4.27 -1.62  0.31
50 H 1.54 -2.45 -1.44  0.43
51 H -0.55 -5.44 -0.28  0.30
52 H 1.45 -5.39 -2.05  0.35
53 N 3.44 -1.08 0.26  -0.09
54 C 3.24 -0.21 1.26  0.44
55 N 2.11 0.47 1.46  0.46
56 C 2.23 1.30 2.58  -0.19
57 C 1.27 2.19 3.06  -0.12
58 C 1.58 3.03 4.13  -0.95
59 C 2.88 3.06 4.66  -0.44
60 C 3.87 2.18 4.17  -0.49
61 C 3.52 1.26 3.18  0.54
62 S 4.50 0.00 2.46  -0.33
63 H 2.83 -0.95 -0.57  -0.21
64 H 4.40 -1.40 0.12  0.24
65 H 0.31 2.21 2.55  0.30
66 H 0.80 3.67 4.55  0.38
67 H 3.14 3.76 5.45  0.36
68 H 4.90 2.18 4.52  0.38

***

What did the third record say?
Computed, not measured: a molecular structure, C24H33Cl2N4O3SV, with wB97M-V/def2-TZVPD.

The relative energy (zero: lowest compared OMol25 entry of this formula, charge and spin) comes out at 15.7 kJ/mol. As for the molar mass: 579.47 g/mol. Its expectation value of S² is 2.03. Its charge is 0. Its multiplicity is 3. The orbital gap (alpha / beta) comes out at 6.5 / 6.6 eV.

Last column: Mulliken charge in e.
Atoms and positions in Å:
1 O 2.34 1.63 -3.43  -0.59
2 C 2.12 1.63 -4.64  -0.18
3 C 2.63 2.73 -5.49  0.72
4 C 3.14 3.87 -4.85  -0.43
5 H 3.18 3.90 -3.76  0.40
6 C 3.57 4.95 -5.62  -0.39
7 H 3.93 5.84 -5.11  0.36
8 C 3.53 4.89 -7.02  -0.42
9 H 3.84 5.74 -7.62  0.36
10 C 3.08 3.72 -7.65  -0.44
11 H 3.08 3.65 -8.74  0.35
12 C 2.64 2.64 -6.89  -0.48
13 H 2.28 1.71 -7.35  0.33
14 H 1.56 0.82 -5.15  0.27
15 C -1.44 0.84 -2.56  -0.85
16 C -1.32 -0.03 -1.39  1.15
17 H -2.47 0.82 -2.95  0.44
18 H -0.76 0.52 -3.37  0.04
19 H -1.17 1.87 -2.29  0.22
20 C -2.12 -0.98 -0.91  -0.54
21 C -3.61 -1.13 -1.13  -1.32
22 H -1.72 -1.76 -0.26  0.07
23 H -3.96 -0.61 -2.03  0.35
24 H -4.17 -0.74 -0.27  0.19
25 H -3.86 -2.20 -1.23  0.32
26 V 0.24 0.28 0.10  0.44
27 Cl -0.38 2.45 0.04  -0.53
28 Cl 1.52 -0.04 -1.69  -0.43
29 C -1.82 0.49 2.22  -0.10
30 O -0.74 -0.07 1.83  -0.53
31 N -2.37 0.21 3.39  0.36
32 C -1.85 -0.86 4.24  -0.95
33 C -3.51 0.96 3.90  -0.90
34 H -2.30 1.23 1.57  0.43
35 H -1.01 -1.36 3.76  0.21
36 H -2.65 -1.58 4.45  0.35
37 H -1.53 -0.43 5.20  0.33
38 H -3.72 1.78 3.20  0.29
39 H -3.29 1.37 4.89  0.31
40 H -4.40 0.33 3.99  0.33
41 H 0.63 -5.62 1.04  0.35
42 H 2.48 -5.74 -0.63  0.33
43 C 0.12 -4.88 0.40  -0.92
44 C 2.01 -4.94 -1.21  -1.03
45 N 1.13 -4.16 -0.35  0.25
46 H -0.46 -4.19 1.02  0.23
47 C 1.07 -2.82 -0.51  0.03
48 O 0.52 -2.04 0.32  -0.45
49 H 2.78 -4.27 -1.62  0.31
50 H 1.54 -2.45 -1.44  0.43
51 H -0.55 -5.44 -0.28  0.30
52 H 1.45 -5.39 -2.05  0.35
53 N 3.44 -1.08 0.26  -0.09
54 C 3.24 -0.21 1.26  0.44
55 N 2.11 0.47 1.46  0.46
56 C 2.23 1.30 2.58  -0.19
57 C 1.27 2.19 3.06  -0.12
58 C 1.58 3.03 4.13  -0.95
59 C 2.88 3.06 4.66  -0.44
60 C 3.87 2.18 4.17  -0.49
61 C 3.52 1.26 3.18  0.54
62 S 4.50 0.00 2.46  -0.33
63 H 2.83 -0.95 -0.57  -0.21
64 H 4.40 -1.40 0.12  0.24
65 H 0.31 2.21 2.55  0.30
66 H 0.80 3.67 4.55  0.38
67 H 3.14 3.76 5.45  0.36
68 H 4.90 2.18 4.52  0.38

***

molar mass of number 1 (C24H33CdNO5P2S2Se3Te)? 1018.50 g/mol